1.
ORCA calculation (ωB97M-V/def2-TZVPD) on C39H35CoN7 as an isolated structure.

Element x y z (Å)
Co -0.797 -0.668 -1.330
C -2.161 -0.250 4.012
C -3.263 -0.145 3.174
C -3.201 -0.619 1.870
C -2.027 -1.187 1.381
C -0.942 -1.327 2.236
C -1.007 -0.861 3.542
N -1.906 -1.568 0.008
C -2.798 -2.385 -0.543
C -3.754 -3.183 0.166
C -4.588 -4.000 -0.525
C -4.550 -4.113 -1.954
C -3.657 -3.393 -2.666
C -2.775 -2.520 -1.969
N -1.873 -1.698 -2.528
N -1.736 -1.598 -3.790
C -0.750 -0.654 -4.080
C -0.447 -0.369 -5.404
C 0.554 0.541 -5.677
C 1.236 1.142 -4.626
C 0.866 0.819 -3.338
N -0.113 -0.044 -3.062
H -2.208 0.131 5.025
H -4.178 0.307 3.535
H -4.060 -0.524 1.215
H -0.066 -1.844 1.874
H -0.158 -0.997 4.202
H -3.783 -3.145 1.246
H -5.302 -4.600 0.025
H -5.232 -4.784 -2.457
H -3.592 -3.466 -3.742
H -1.008 -0.871 -6.179
H 0.809 0.780 -6.701
H 2.038 1.845 -4.799
H 1.365 1.255 -2.485
C 0.766 2.794 4.044
C 2.145 2.486 3.524
C 3.282 2.785 4.265
C 4.556 2.507 3.790
C 4.710 1.945 2.532
C 3.592 1.654 1.763
C 2.320 1.899 2.267
N 1.151 1.616 1.512
C 0.957 0.630 0.605
N 1.745 -0.453 0.663
C 1.659 -1.623 -0.139
C 0.644 -1.859 -1.063
C 0.657 -3.049 -1.783
C 1.654 -3.990 -1.581
C 2.651 -3.747 -0.651
C 2.670 -2.571 0.081
C 3.755 -2.319 1.098
N -0.010 0.685 -0.265
C -0.749 1.874 -0.534
C -2.139 1.739 -0.564
C -2.951 2.806 -0.920
C -2.373 4.025 -1.232
C -0.991 4.153 -1.218
C -0.149 3.095 -0.887
C 1.344 3.314 -0.945
H 0.810 3.102 5.086
H 0.107 1.926 3.971
H 0.299 3.612 3.485
H 3.160 3.243 5.240
H 5.422 2.736 4.397
H 5.698 1.744 2.139
H 3.717 1.266 0.759
H 0.381 2.262 1.603
H 2.412 -0.473 1.416
H -0.111 -3.258 -2.513
H 1.646 -4.915 -2.144
H 3.433 -4.478 -0.491
H 4.431 -3.171 1.145
H 3.351 -2.178 2.106
H 4.354 -1.438 0.849
H -2.585 0.798 -0.266
H -4.026 2.684 -0.936
H -2.992 4.874 -1.489
H -0.542 5.102 -1.487
H 1.600 3.884 -1.839
H 1.908 2.384 -0.958
H 1.696 3.889 -0.086

Cartesian forces, eV/Å:
Co -0.48 -0.14 0.03
C 0.01 -0.01 -0.01
C -0.04 -0.04 -0.06
C -0.01 0.21 -0.03
C 0.04 -0.13 -0.23
C 0.03 -0.14 0.06
C 0.02 -0.01 0.02
N 0.17 0.65 0.38
C -0.05 -0.38 0.02
C 0.13 0.13 -0.02
C -0.05 -0.07 -0.28
C -0.22 -0.18 0.23
C 0.24 0.22 -0.02
C -0.22 -0.07 0.30
N 0.13 -0.27 -0.24
N 0.12 0.35 0.10
C 0.00 -0.07 -0.20
C -0.04 -0.04 -0.10
C -0.01 0.00 -0.04
C 0.00 -0.01 0.00
C 0.04 0.01 0.06
N 0.09 0.03 0.11
H -0.01 -0.05 -0.02
H 0.02 -0.01 -0.02
H 0.01 0.01 0.03
H 0.09 0.01 -0.01
H -0.01 0.03 -0.04
H -0.02 0.02 -0.01
H 0.01 -0.03 -0.03
H -0.01 -0.01 0.06
H 0.02 0.05 0.00
H 0.04 0.00 -0.01
H -0.01 -0.02 0.00
H -0.03 -0.01 0.01
H -0.04 -0.04 0.00
C 0.06 -0.01 0.00
C -0.03 -0.01 0.07
C 0.00 0.01 0.01
C -0.03 -0.01 -0.02
C 0.00 -0.01 0.03
C 0.03 0.05 -0.04
C -0.09 -0.06 0.02
N 0.10 0.13 -0.06
C -0.10 -0.16 0.20
N 0.01 -0.09 -0.11
C 0.06 0.10 0.03
C -0.21 -0.03 -0.09
C 0.14 -0.04 0.03
C -0.01 0.01 -0.02
C 0.04 -0.03 0.02
C 0.07 0.00 0.01
C 0.00 -0.04 -0.06
N -0.05 0.25 -0.24
C 0.13 -0.06 0.11
C -0.05 0.05 -0.05
C 0.02 -0.03 -0.02
C 0.02 0.00 0.01
C 0.01 0.00 0.01
C 0.04 -0.02 -0.05
C -0.10 0.06 0.02
H 0.00 0.01 -0.01
H 0.00 -0.01 0.00
H 0.00 -0.01 0.00
H 0.01 -0.02 -0.01
H -0.02 0.01 -0.02
H -0.02 0.01 0.00
H -0.01 -0.01 0.03
H -0.02 0.02 -0.02
H -0.01 -0.03 0.04
H 0.02 -0.04 0.02
H 0.01 0.03 0.00
H -0.02 0.01 0.02
H 0.00 0.01 0.00
H 0.01 0.00 -0.01
H -0.03 -0.01 0.02
H 0.01 0.01 0.04
H 0.02 0.01 0.01
H 0.02 -0.01 -0.02
H -0.02 -0.01 0.01
H 0.00 -0.01 0.01
H 0.03 0.02 0.02
H 0.00 -0.02 0.02

Energy relative to the best compared isomer or geometry (same formula, charge and spin): 0.0 kcal/mol
Spin multiplicity: 1
Kohn-Sham gap: 5.78 eV
Total charge: +1
Lowest unoccupied orbital energy: -4.11 eV

Löwdin atomic charge list, values in e, 2 entries:
1. Co 0.532
2. C -0.090

=====

2.
ORCA calculation (ωB97M-V/def2-TZVPD) on Ca4Hg4O28P7 as an isolated structure.

Element x y z (Å)
Hg 3.768 -5.787 -21.722
Hg 3.260 -2.207 -22.777
Hg 0.217 -2.345 -25.460
Hg -1.014 -6.214 -23.966
Ca -2.433 -2.950 -22.432
Ca -0.459 -4.671 -20.061
Ca 2.616 -4.925 -25.500
Ca 2.158 -8.434 -24.270
P -2.412 -4.193 -25.761
O -1.298 -3.533 -26.571
O -2.264 -5.757 -25.800
O -3.709 -3.663 -25.894
O -2.076 -4.199 -24.293
P 1.055 -7.231 -26.385
O 1.071 -5.765 -26.700
O 2.500 -7.595 -26.275
O 0.577 -7.624 -27.712
O 0.135 -7.721 -25.063
P -3.508 -5.748 -21.811
O -2.522 -5.160 -20.807
O -2.864 -6.571 -22.979
O -4.388 -4.497 -22.274
O -3.910 -6.875 -20.843
P 2.825 -3.502 -27.819
O 3.788 -4.488 -27.274
O 1.737 -3.369 -26.847
O 2.184 -3.693 -29.127
O 3.472 -2.155 -28.141
P 1.202 -4.608 -22.918
O 1.290 -5.923 -23.765
O 1.525 -3.549 -24.054
O 2.261 -4.256 -21.904
O -0.266 -4.606 -22.235
P -0.404 -1.376 -19.604
O 0.901 -1.810 -18.887
O -0.261 -0.054 -20.360
O -1.407 -0.984 -18.471
O -1.051 -2.608 -20.326
P 4.916 -7.288 -24.355
O 4.168 -8.680 -24.526
O 5.673 -7.012 -22.986
O 3.885 -6.180 -24.328
O 6.013 -7.004 -25.372

Cartesian forces, eV/Å:
Hg 1.90 -1.19 -2.06
Hg 1.15 1.58 -0.02
Hg 0.48 -2.76 -1.76
Hg -0.68 -1.87 -0.08
Ca -0.42 -2.66 1.22
Ca -1.58 0.35 -0.58
Ca 0.60 -0.86 -0.76
Ca -0.96 1.02 -0.12
P 2.56 -0.96 0.09
O 1.22 1.50 -0.24
O -0.43 -1.19 -1.86
O -5.50 2.27 -1.93
O 1.85 2.03 3.27
P -2.89 1.45 -3.76
O -1.29 3.16 2.84
O 1.79 -2.03 2.94
O -2.56 -4.25 -2.18
O 1.74 -0.51 -1.54
P -1.83 -2.80 1.70
O 4.61 3.95 0.79
O 0.28 0.93 -0.51
O 1.66 -0.96 0.20
O -2.90 -0.24 -0.95
P 3.15 1.32 -1.40
O 1.57 -0.89 -0.08
O -4.26 2.62 4.73
O -1.00 -0.74 -4.20
O 0.67 1.34 -0.38
P -4.02 -0.82 -3.18
O 0.76 0.99 3.28
O -1.95 0.99 1.17
O 1.03 -1.34 2.98
O 3.65 0.90 -1.24
P 2.16 0.37 1.76
O -1.35 -0.53 -1.01
O -0.73 -1.06 -0.34
O -0.55 0.45 0.22
O -0.22 1.01 -1.13
P 1.05 -0.58 -2.52
O 3.03 1.01 1.67
O -0.68 -0.07 2.37
O -0.94 0.11 1.70
O -0.17 -1.04 0.89

Spin multiplicity: 2
Kohn-Sham gap (spin up / spin down): 2.31 / 2.31 eV
⟨S²⟩: 1.78
Total charge: -4
Lowest unoccupied orbital energy (spin up / spin down): 4.89 / 4.93 eV

natural (NBO) atomic charge list, values in e, 2 entries:
1. Hg 1.028
2. Hg 0.053

=====

3.
ORCA calculation (ωB97M-V/def2-TZVPD) on a 2-piece molecular cluster, C5H16N2O overall.

Element x y z (Å)
C 1.819 -0.269 1.267
C 0.444 -0.197 1.935
N -0.631 0.513 1.277
C -0.594 1.959 1.506
C -1.060 0.045 -0.024
C -0.492 0.727 -1.274
N -1.040 0.239 -2.584
H 1.789 -0.744 0.266
H 2.437 -1.026 1.782
H 2.455 0.619 1.152
H 0.046 -1.216 2.142
H 0.606 0.262 2.918
H -0.337 2.289 2.498
H 0.038 2.429 0.773
H -1.650 2.341 1.277
H -2.181 0.247 -0.041
H -1.080 -1.027 -0.135
H 0.643 0.555 -1.467
H -0.571 1.828 -1.286
H -2.055 0.313 -2.454
H -0.929 -0.760 -2.716
O 1.154 -2.547 -1.527
H 0.473 -2.292 -2.141
H 2.051 -2.226 -1.543

Cartesian forces, eV/Å:
C 0.84 -1.52 -0.98
C 0.04 -0.39 0.29
N 0.71 0.13 1.06
C -2.46 -0.28 -1.94
C -2.01 1.64 -0.10
C 2.78 -0.71 -1.83
N -1.35 0.59 1.18
H -0.46 0.47 0.25
H -0.17 0.44 0.32
H -0.63 0.17 0.34
H 0.63 0.34 -0.22
H -0.28 -0.05 -0.08
H 0.19 -0.43 0.42
H 0.60 0.65 -0.15
H 1.28 -0.27 0.39
H 0.87 0.11 -0.24
H 0.81 -0.53 0.30
H -1.59 0.19 1.07
H -0.36 -0.52 0.21
H 0.12 0.12 -0.53
H 0.41 -0.08 0.25
O -0.54 -1.44 1.60
H 0.83 0.70 -0.63
H -0.24 0.67 -1.01

Energy relative to the best compared isomer or geometry (same formula, charge and spin): 41.9 kcal/mol
SMILES: CCN(C)CCN.O
Spin multiplicity: 1
Kohn-Sham gap: 8.77 eV
Lowest unoccupied orbital energy: 0.76 eV

natural (NBO) atomic charge list, values in e, 2 entries:
1. C -0.652
2. C -0.206

=====

no.,E (eV)
1,-89064.9099
2,-212824.1491
3,-10470.7047